Version w
The following is a DFT calculation (wB97M-V/def2-TZVPD) of one molecule with the formula C4H11N3S.

Cartesian coordinates (Å):
C -0.15329 -1.42912 0.44398
H 0.45710 0.59297 2.01374
H -1.94227 1.81570 2.11343
H -0.71527 -2.34656 0.53074
H 1.95028 -0.14735 -0.32925
H -1.47529 -0.40234 1.87412
C -0.86713 -0.23837 0.87156
H -1.38988 2.03908 0.33024
N -0.05512 0.86108 1.18573
H 2.51666 0.21975 -2.55438
H -0.51950 2.76359 1.87528
C -1.00510 1.91503 1.38230
H 0.66788 -1.83315 1.21002
S 0.87033 -1.00718 -3.61183
N 1.82105 -0.53416 -2.29482
N 0.28251 -1.37093 -0.95542
H -0.17663 -0.36721 -3.09314
H -1.61957 0.07716 0.08268
C 1.35323 -0.60797 -1.07498

Results
Net charge = 0
Highest occupied orbital energy = -8.4 eV
2S+1 = 1
SMILES = CNCC/N=C/NS
Lowest unoccupied orbital energy = 0.84 eV

For reference, the natural (NBO) charges in units of e are: -0.269 0.353 0.158 0.212 0.187 0.156 -0.230 0.200 -0.624 0.402 0.201 -0.420 0.161 0.202 -0.727 -0.527 0.113 0.199 0.252

---

Version x
The following is a DFT calculation (wB97M-V/def2-TZVPD) of a 2-piece molecular cluster, C4H11N3S overall.

Cartesian coordinates (Å):
N 0.67607 -1.93402 0.53290
H -2.56040 2.56431 1.53059
C 1.93878 -1.48035 0.01029
S -2.74175 1.24605 -0.41850
H -3.05581 0.85661 1.95193
H 0.18487 -2.71292 -0.08740
H 0.04558 -1.13212 0.65090
N -0.93357 1.12204 -0.12459
N 1.19722 0.76663 -0.74201
H 1.96006 -0.73647 -2.29385
C -3.22420 1.70231 1.22796
H 1.05145 0.67238 0.77500
H 2.62124 -0.91165 0.84645
C -0.17383 0.73342 -1.06480
H -0.35985 0.23036 -2.11316
C 2.04682 -0.45083 -1.11504
H 3.19427 0.01384 -0.89394
H -4.37876 1.91692 1.37042
H 2.51182 -2.46652 -0.04314

Results
Net charge = 0
Highest occupied orbital energy = -8.1 eV
2S+1 = 1
Lowest unoccupied orbital energy = 0.31 eV

For reference, the natural (NBO) charges in units of e are: -0.846 0.236 -0.259 0.335 0.219 0.368 0.365 -0.610 -0.579 0.221 -0.794 0.343 0.180 0.224 0.188 -0.271 0.210 0.250 0.220

---

What is the most stable structure shown above? It is version w.